{"formula": "C32H45GeN7OOsPS", "method": "ωB97M-V/def2-TZVPD", "species": ["Os", "C", "N", "C", "C", "N", "H", "H", "H", "H", "H", "H", "C", "N", "C", "C", "N", "C", "S", "H", "H", "H", "H", "H", "H", "C", "Ge", "C", "C", "C", "C", "C", "C", "C", "C", "C", "C", "C", "C", "C", "C", "C", "C", "C", "C", "H", "H", "H", "H", "H", "H", "H", "H", "H", "H", "H", "H", "H", "H", "H", "C", "N", "C", "P", "O", "N", "C", "C", "N", "C", "C", "H", "H", "H", "H", "H", "H", "H", "H", "H", "H", "H", "H", "H", "H", "H", "H", "H", "H"], "positions_angstrom": [[-0.195, 0.426, 0.195], [4.881, 0.336, 1.218], [4.165, 0.081, -0.030], [4.945, -0.068, -1.259], [2.866, 0.219, -0.094], [1.718, 0.300, -0.222], [5.577, -0.481, 1.412], [4.172, 0.402, 2.039], [5.441, 1.271, 1.165], [5.657, -0.884, -1.141], [5.489, 0.851, -1.487], [4.276, -0.295, -2.084], [-5.316, 0.250, 1.932], [-4.783, 0.567, 0.618], [-5.518, 0.796, -0.536], [-4.642, 1.056, -1.526], [-3.380, 0.971, -0.970], [-3.470, 0.677, 0.337], [-2.183, 0.480, 1.431], [-6.331, 0.630, 2.006], [-4.694, 0.717, 2.690], [-5.324, -0.827, 2.098], [-6.593, 0.778, -0.546], [-4.809, 1.276, -2.565], [-2.487, 1.210, -1.385], [-0.300, 2.127, -0.446], [-0.116, 3.994, -0.005], [-0.141, 4.953, -1.722], [-1.107, 5.903, -2.041], [-1.132, 6.488, -3.302], [-0.187, 6.134, -4.254], [0.797, 5.205, -3.937], [0.819, 4.622, -2.679], [-1.783, 4.365, 0.961], [-2.954, 4.017, 0.282], [-4.193, 4.122, 0.895], [-4.279, 4.588, 2.201], [-3.123, 4.932, 2.887], [-1.881, 4.813, 2.274], [1.558, 4.473, 0.898], [2.725, 3.780, 0.577], [3.945, 4.169, 1.112], [4.012, 5.246, 1.986], [2.854, 5.938, 2.313], [1.636, 5.561, 1.763], [-1.846, 6.192, -1.302], [-1.885, 7.229, -3.539], [-0.224, 6.571, -5.243], [1.548, 4.943, -4.672], [1.591, 3.898, -2.437], [-2.884, 3.671, -0.745], [-5.093, 3.855, 0.351], [-5.244, 4.681, 2.683], [-3.188, 5.299, 3.903], [-0.989, 5.064, 2.835], [2.670, 2.937, -0.104], [4.854, 3.647, 0.835], [4.962, 5.547, 2.407], [2.903, 6.783, 2.988], [0.748, 6.134, 2.002], [-1.143, -4.223, 1.737], [-1.949, -3.661, 0.645], [-3.155, -2.995, 1.136], [-1.045, -2.944, -0.551], [-0.120, -1.833, -0.152], [-2.188, -2.386, -1.628], [-1.716, -1.440, -2.639], [-3.172, -3.331, -2.155], [-0.126, -4.190, -1.124], [-0.686, -5.510, -1.390], [1.126, -3.912, -1.817], [-1.702, -5.021, 2.228], [-0.891, -3.462, 2.482], [-0.221, -4.640, 1.342], [-3.853, -3.750, 1.504], [-3.631, -2.437, 0.333], [-2.927, -2.303, 1.950], [-1.055, -0.705, -2.182], [-2.577, -0.921, -3.065], [-1.183, -1.938, -3.458], [-3.391, -4.096, -1.413], [-2.824, -3.821, -3.071], [-4.092, -2.792, -2.394], [-1.578, -5.663, -0.789], [0.049, -6.272, -1.120], [-0.941, -5.644, -2.446], [1.461, -2.905, -1.581], [1.018, -4.006, -2.903], [1.889, -4.622, -1.490]], "energy_ev": -125493.9566, "charge": 1, "lumo_ha": [-0.0863, -0.0864], "orbital_gap_ev": [7.0841, 7.0833]}